ORCA calculation (ωB97M-V with the def2-TZVPD basis set) on one molecule with the formula C24H24N6O5S2 in a non-equilibrium geometry.

spin multiplicity	1
LUMO energy	0.11	eV
charge	0
molar mass	540.6	g mol⁻¹
E_HOMO	-8.010	eV
SMILES	COc1cccc(N2C[C@H](C(=O)Nc3nnc(SCC(=O)Nc4ccc(NC(C)=O)cc4)s3)CC2=O)c1
HOMO-LUMO gap	8.12	eV

Positions of all 61 atoms, in Å:
1 C -6.287 -0.596 -2.568
2 O -6.749 -0.606 -1.238
3 C -5.833 -0.648 -0.233
4 C -6.344 -0.574 1.064
5 C -5.481 -0.585 2.140
6 C -4.111 -0.662 1.954
7 C -3.599 -0.737 0.663
8 N -2.213 -0.818 0.450
9 C -1.676 -1.392 -0.766
10 C -0.170 -1.543 -0.520
11 C 0.222 -2.987 -0.292
12 O -0.542 -3.912 -0.193
13 N 1.581 -3.216 -0.134
14 C 2.617 -2.344 -0.295
15 N 2.621 -1.307 -1.056
16 N 3.739 -0.602 -1.012
17 C 4.627 -1.068 -0.201
18 S 6.137 -0.303 0.137
19 C 5.828 1.345 -0.591
20 C 4.585 1.969 0.050
21 O 4.585 2.322 1.207
22 N 3.541 2.064 -0.809
23 C 2.193 2.300 -0.504
24 C 1.253 2.008 -1.490
25 C -0.098 2.152 -1.248
26 C -0.539 2.587 0.000
27 N -1.889 2.722 0.322
28 C -2.982 2.302 -0.376
29 C -4.272 2.608 0.350
30 O -2.937 1.756 -1.459
31 C 0.405 2.908 0.975
32 C 1.757 2.770 0.732
33 S 4.133 -2.552 0.607
34 C 0.103 -0.719 0.747
35 C -1.265 -0.302 1.267
36 O -1.450 0.385 2.248
37 C -4.463 -0.747 -0.429
38 H -5.787 -1.535 -2.826
39 H -7.175 -0.482 -3.187
40 H -5.606 0.241 -2.750
41 H -7.411 -0.506 1.197
42 H -5.878 -0.532 3.142
43 H -3.446 -0.658 2.800
44 H -1.861 -0.717 -1.608
45 H -2.143 -2.363 -0.959
46 H 0.410 -1.162 -1.361
47 H 1.815 -4.152 0.174
48 H 5.755 1.237 -1.671
49 H 6.712 1.920 -0.318
50 H 3.668 1.657 -1.726
51 H 1.585 1.647 -2.453
52 H -0.816 1.917 -2.015
53 H -2.057 3.042 1.266
54 H -4.347 3.675 0.546
55 H -4.298 2.070 1.295
56 H -5.116 2.293 -0.256
57 H 0.073 3.249 1.944
58 H 2.474 3.005 1.499
59 H 0.707 0.164 0.547
60 H 0.602 -1.289 1.532
61 H -4.059 -0.792 -1.424

Atom charges from the natural (NBO) analysis, given in e for atoms 1 to 8: C -0.256; O -0.494; C 0.317; C -0.268; C -0.189; C -0.278; C 0.254; N -0.460